# 1
{"formula": "C3H7N", "method": "wB97M-V/def2-TZVPD", "elements": ["C", "C", "C", "H", "H", "H", "H", "H", "H", "H", "N"], "coordinates": [[0.6088, 0.6125, 0.1573], [-0.6269, -0.0808, 0.5661], [-1.7248, -0.1514, -0.1568], [0.9987, -1.2411, -0.5951], [2.3999, -0.2067, -0.6135], [1.1655, 1.2346, 0.8702], [0.4910, 1.2046, -0.7234], [-0.5369, -0.6495, 1.5073], [-1.6606, 0.3374, -1.1838], [-2.6855, -0.5432, 0.1194], [1.5707, -0.5163, 0.0522]], "atomic_forces_ev_per_a": [[1.8, -0.9, 0.6], [-0.5, 0.0, 1.8], [0.2, 1.4, -2.2], [2.1, 1.8, 1.8], [-2.0, -0.8, 1.8], [-1.1, 0.3, 0.4], [-0.3, 0.3, -0.9], [-0.2, 0.5, -0.3], [-0.4, -0.5, 1.4], [0.1, -0.6, 0.2], [0.5, -1.5, -4.5]], "e_above_lowest_kcal_mol": 27.3, "lumo_energy_ev": 1.19, "smiles": "C=CCN", "orbital_gap_ev": 10.96}



# 2
{"formula": "C47H76Cl21N3O2", "method": "wB97M-V/def2-TZVPD", "elements": ["C", "C", "C", "C", "C", "C", "C", "C", "C", "C", "C", "C", "O", "C", "O", "C", "C", "C", "Cl", "C", "N", "C", "C", "C", "N", "C", "C", "C", "C", "C", "C", "N", "C", "H", "H", "H", "H", "H", "H", "H", "H", "H", "H", "H", "H", "H", "H", "H", "H", "H", "H", "H", "H", "H", "H", "H", "H", "H", "H", "H", "H", "H", "H", "H", "H", "H", "H", "H", "H", "Cl", "C", "C", "Cl", "H", "H", "H", "H", "Cl", "C", "C", "Cl", "H", "H", "H", "H", "Cl", "C", "C", "Cl", "H", "H", "H", "H", "Cl", "C", "C", "Cl", "H", "H", "H", "H", "Cl", "C", "C", "Cl", "H", "H", "H", "H", "Cl", "C", "C", "Cl", "H", "H", "H", "H", "Cl", "C", "C", "Cl", "H", "H", "H", "H", "Cl", "C", "C", "Cl", "H", "H", "H", "H", "Cl", "C", "C", "Cl", "H", "H", "H", "H", "Cl", "C", "C", "Cl", "H", "H", "H", "H"], "coordinates": [[-5.9490, 1.7855, -0.3347], [-5.0863, 2.0230, 0.4847], [-3.8640, 2.3786, 1.3729], [-2.5704, 2.6964, 0.5023], [-2.4766, 2.1784, -0.8654], [-1.2140, 2.4613, -1.6487], [-1.0948, 1.8687, -3.0969], [-0.9507, 0.2855, -3.1283], [-0.1023, -0.3187, -1.9205], [-0.9513, -1.2882, -0.9482], [-1.1152, -0.6983, 0.5162], [-1.3381, -1.8164, 1.6422], [-1.5103, -1.0989, 2.8936], [-2.6618, -1.4702, 3.5723], [-3.7713, -1.5957, 3.0886], [-2.4963, -1.6957, 5.1307], [-3.3441, -1.1171, 6.0468], [-0.1332, 3.2576, -1.0449], [1.3605, 3.6117, -2.0182], [-0.2108, 3.8063, 0.3820], [0.8932, 4.5354, 0.8357], [0.6658, 4.8953, 2.1382], [1.8361, 5.7124, 2.8442], [2.6615, 4.7523, 3.8257], [3.3890, 5.4781, 4.9056], [-0.5736, 4.6044, 2.9681], [-0.7113, 5.0999, 4.4743], [-1.4771, 3.9658, 5.2846], [-0.6598, 2.6331, 5.5343], [-0.7667, 1.5709, 4.3495], [-1.3456, 1.9169, 6.8056], [-1.6440, 3.9274, 2.4552], [-1.4553, 3.5015, 1.1370], [-6.6553, 1.5115, -1.1444], [-3.6053, 1.4245, 1.9451], [-4.0683, 3.1581, 2.1553], [-3.2906, 1.5571, -1.3433], [-0.2814, 2.3839, -3.7000], [-2.0631, 2.1306, -3.6339], [-1.9823, -0.1813, -3.1008], [-0.4011, 0.0318, -4.0921], [0.6751, -1.0001, -2.3989], [0.4829, 0.4418, -1.3271], [-0.4095, -2.2848, -0.8852], [-1.9901, -1.4624, -1.3696], [-2.0286, -0.0246, 0.6011], [-0.2113, -0.1046, 0.8744], [-0.4173, -2.4797, 1.7345], [-2.2126, -2.4814, 1.3532], [-1.6220, -2.3468, 5.4239], [-3.3088, -1.3624, 7.1454], [-4.0552, -0.3503, 5.6123], [1.4378, 6.6485, 3.3274], [2.5719, 6.0334, 2.0379], [3.3878, 4.1483, 3.2037], [1.9029, 4.0655, 4.3294], [2.8872, 5.3971, 5.7956], [3.4695, 6.4778, 4.7007], [0.2797, 5.3169, 4.9564], [-1.3762, 6.0242, 4.5000], [-2.4737, 3.6692, 4.8536], [-1.6997, 4.4059, 6.3131], [0.4254, 2.8199, 5.8000], [-0.1088, 1.8020, 3.4660], [-0.4745, 0.5635, 4.7872], [-1.8249, 1.4641, 3.9487], [-1.7071, 2.6836, 7.5572], [-0.6611, 1.1664, 7.2916], [-2.2566, 1.3346, 6.4468], [3.4598, 1.2034, -4.7944], [3.8792, 0.9027, -3.0877], [4.2925, -0.5332, -2.8440], [2.9242, -1.6625, -3.0128], [3.0213, 1.1835, -2.4752], [4.7050, 1.5723, -2.8443], [4.6675, -0.6409, -1.8251], [5.0784, -0.8488, -3.5309], [2.1470, 1.6422, 1.1581], [3.4402, 0.9495, 2.1663], [2.9229, 0.4602, 3.4995], [2.4128, 1.8012, 4.5619], [4.2158, 1.7064, 2.2893], [3.8639, 0.1146, 1.6069], [3.7124, -0.0762, 4.0274], [2.0751, -0.2155, 3.3776], [5.4068, 4.2029, -3.3746], [6.3056, 4.5777, -4.8655], [7.1871, 3.4288, -5.3034], [8.5557, 3.1697, -4.1918], [6.8841, 5.4852, -4.6920], [5.5636, 4.7887, -5.6370], [7.6133, 3.6433, -6.2845], [6.6256, 2.4966, -5.3718], [3.5291, -3.0129, -8.9769], [2.9433, -1.4248, -8.4181], [2.3120, -1.4995, -7.0455], [0.7703, -2.3911, -7.0618], [2.2436, -1.0424, -9.1614], [3.8087, -0.7609, -8.3905], [2.0910, -0.4944, -6.6851], [2.9730, -1.9816, -6.3244], [1.3727, -3.3495, 4.4453], [2.6633, -4.4829, 3.9637], [3.9965, -3.7889, 3.7984], [4.0118, -2.7002, 2.3874], [2.3516, -4.9785, 3.0435], [2.7343, -5.2358, 4.7505], [4.7815, -4.5283, 3.6367], [4.2567, -3.2035, 4.6809], [-5.8691, 1.1124, -4.0880], [-5.8903, 2.0149, -5.6256], [-4.5375, 2.0070, -6.3080], [-3.3357, 2.9703, -5.4098], [-6.2286, 3.0305, -5.4178], [-6.6298, 1.5338, -6.2629], [-4.6166, 2.4491, -7.2986], [-4.1481, 0.9956, -6.4174], [3.1448, -5.1214, 8.2471], [4.3484, -6.4341, 8.2925], [5.2849, -6.3862, 7.1062], [4.4552, -6.7941, 5.5823], [3.8133, -7.3825, 8.3436], [4.9156, -6.3121, 9.2162], [6.0852, -7.1160, 7.2358], [5.7378, -5.4013, 6.9919], [-5.8365, 1.0042, -8.6228], [-6.3660, -0.3636, -9.6361], [-7.6455, -0.9878, -9.1246], [-7.4046, -1.8385, -7.5784], [-5.5529, -1.0885, -9.6761], [-6.5220, 0.0291, -10.6418], [-8.0072, -1.7276, -9.8401], [-8.4269, -0.2413, -8.9818], [0.7405, -4.9138, -1.1960], [0.9325, -6.0863, -2.5209], [2.0055, -5.6503, -3.4902], [1.5135, -4.2093, -4.4108], [-0.0325, -6.2062, -3.0135], [1.2034, -7.0412, -2.0678], [2.1982, -6.4421, -4.2158], [2.9415, -5.4238, -2.9785], [-5.0777, -6.9351, 1.5193], [-4.6193, -5.2907, 2.0345], [-4.8743, -4.2622, 0.9558], [-3.7701, -4.4535, -0.4316], [-3.5702, -5.3098, 2.3305], [-5.2183, -5.0574, 2.9157], [-4.7094, -3.2597, 1.3551], [-5.8972, -4.3159, 0.5829]], "atomic_forces_ev_per_a": [[0.2, -0.3, -0.2], [0.9, 0.7, 0.3], [0.1, -1.2, -0.6], [0.3, -0.2, -1.8], [2.3, 1.8, 1.9], [0.8, 0.9, 1.3], [-0.7, 0.5, 0.1], [0.6, 0.4, 0.5], [0.0, -1.5, -0.5], [0.3, 0.7, 0.5], [-0.3, -0.5, 0.9], [0.6, 0.3, -2.2], [-1.6, -1.9, 0.8], [-0.5, 0.5, 1.6], [1.6, 0.1, -0.1], [-0.1, 0.7, 0.3], [1.0, -0.5, -1.9], [-2.2, -0.9, 0.6], [-1.4, -0.3, 1.1], [-0.6, -1.2, -2.5], [-3.5, -0.5, 3.3], [0.7, 0.6, 0.1], [0.3, -0.8, -1.0], [-1.2, 0.6, 0.2], [-0.5, 0.0, -0.2], [-0.2, -0.2, -1.1], [-1.1, -1.0, -0.9], [0.6, 0.2, 1.0], [-1.1, -0.8, 0.5], [0.1, -0.1, 0.3], [-0.3, 0.1, -0.5], [3.1, 1.1, -1.0], [-0.1, -0.5, -0.9], [0.9, 0.4, 1.3], [-0.4, 1.1, -0.5], [0.1, -0.6, -1.1], [1.0, 0.9, 0.7], [-0.8, -0.7, 1.0], [1.3, -0.4, 0.9], [1.2, 0.5, -0.3], [-1.0, 0.2, 1.1], [-1.1, 1.1, 0.7], [-0.8, -0.6, -0.6], [-0.7, 1.1, -0.1], [1.3, 0.0, 0.4], [1.2, -0.7, -0.3], [-1.0, -0.6, -0.7], [-1.1, 0.9, 0.0], [0.8, 1.0, 0.7], [-1.2, 0.7, -0.3], [0.0, 0.5, -1.4], [0.6, -1.2, 1.0], [0.3, -1.1, -0.2], [-1.1, -0.3, 0.8], [-1.0, 0.6, 0.7], [1.3, 0.9, -0.9], [0.3, 0.1, -0.5], [0.0, -0.5, 0.0], [-1.0, -0.2, -0.6], [1.0, -1.0, -0.1], [1.1, 0.6, 0.1], [0.3, -0.4, -1.2], [-1.3, 0.0, -0.4], [-0.6, -0.2, 0.9], [-0.2, 1.1, -0.7], [1.1, 0.3, 0.7], [0.6, -1.0, -0.7], [-0.6, 0.8, -0.5], [1.1, 0.8, 0.5], [0.0, 0.0, -0.1], [0.1, -0.1, 0.4], [0.1, 0.1, 0.1], [0.5, -0.1, -0.1], [0.0, -0.1, -0.1], [0.0, -0.1, -0.1], [-0.1, 0.1, 0.0], [-0.1, 0.0, 0.0], [0.0, 0.0, 0.0], [0.2, -0.1, 0.1], [0.1, -0.3, 0.0], [0.4, -0.8, 0.0], [-0.1, 0.0, 0.0], [-0.1, 0.0, 0.1], [0.0, 0.1, -0.1], [0.0, 0.1, 0.0], [0.0, 0.1, 0.1], [0.0, 0.0, -0.2], [-0.1, 0.0, -0.2], [0.0, 0.0, 0.0], [0.0, -0.1, 0.1], [0.0, -0.1, 0.0], [0.0, 0.1, 0.1], [0.0, 0.1, 0.1], [0.0, 0.0, 0.0], [0.0, 0.2, 0.1], [0.1, 0.1, 0.0], [-0.1, 0.0, -0.1], [0.0, -0.1, 0.1], [0.0, -0.1, 0.1], [0.0, -0.1, -0.1], [-0.1, 0.0, -0.1], [0.0, 0.1, -0.1], [0.0, -0.2, 0.0], [0.0, -0.2, 0.2], [0.0, 0.1, -0.1], [0.0, 0.2, 0.0], [0.0, 0.3, -0.1], [-0.1, 0.0, 0.0], [-0.1, 0.0, -0.1], [0.1, 0.0, 0.0], [-0.1, 0.1, -0.1], [0.0, 0.1, 0.2], [-0.2, 0.1, -0.2], [0.2, -0.1, 0.1], [0.1, 0.0, 0.1], [0.1, 0.2, 0.2], [0.0, 0.1, 0.1], [0.0, 0.0, -0.1], [0.1, -0.1, 0.1], [0.2, 0.0, 0.2], [0.2, -0.2, 0.1], [0.0, 0.1, -0.1], [0.0, 0.0, -0.1], [-0.1, 0.0, 0.0], [-0.1, -0.1, 0.0], [-0.3, -0.5, -0.7], [-0.1, -0.1, -0.3], [-0.1, 0.0, -0.1], [0.0, 0.1, 0.0], [-0.1, 0.1, 0.1], [-0.1, 0.0, 0.1], [0.1, 0.0, 0.0], [0.1, 0.0, 0.0], [-0.1, 0.0, 0.1], [0.0, -0.2, -0.1], [0.1, -0.1, 0.0], [-0.1, -0.2, -0.1], [0.1, 0.1, 0.0], [0.1, 0.1, 0.0], [-0.1, 0.0, 0.0], [-0.1, 0.1, 0.0], [0.0, -0.1, 0.0], [0.0, 0.2, 0.1], [-0.1, 0.2, 0.2], [0.0, 0.0, 0.0], [-0.1, 0.0, -0.1], [0.0, 0.0, -0.1], [0.1, -0.1, 0.1], [0.1, -0.1, 0.0]], "lumo_energy_ev": -0.04, "smiles": "C#CCc1cc(CCCCCCOC(=O)C=C)c(Cl)c2nc(CCN)c(CCC(C)C)nc12.ClCCCl.ClCCCl.ClCCCl.ClCCCl.ClCCCl.ClCCCl.ClCCCl.ClCCCl.ClCCCl.ClCCCl", "orbital_gap_ev": 7.89}



# 3
{"formula": "C3H6N2O2", "method": "wB97M-V/def2-TZVPD", "elements": ["C", "C", "C", "O", "O", "N", "N", "H", "H", "H", "H", "H", "H"], "coordinates": [[-1.4308, -0.7557, -0.3100], [1.2474, 0.1845, 0.2795], [-0.4641, -0.6830, 0.8350], [0.0388, 2.1959, -0.0822], [2.3009, 0.5388, -0.4654], [0.2765, 1.0384, 0.6662], [0.8792, -1.0102, 0.6819], [0.2644, 2.0197, -1.0112], [2.8378, -0.2489, -0.6260], [-0.9078, -0.9118, 1.8067], [-1.8088, -1.7799, -0.3819], [-0.9529, -0.4939, -1.2542], [-2.2807, -0.0940, -0.1384]], "atomic_forces_ev_per_a": [[0.1, -0.1, 0.1], [-0.4, -0.8, -0.4], [0.2, 1.4, -0.2], [0.0, -0.3, -0.1], [-0.1, 0.1, 0.4], [-0.5, -0.4, 0.5], [0.8, 0.0, -0.3], [-0.1, -0.1, 0.1], [-0.1, 0.0, 0.0], [0.0, 0.2, 0.0], [0.0, 0.0, 0.0], [0.0, 0.0, 0.0], [0.0, 0.0, 0.0]], "e_above_lowest_kcal_mol": 111.3, "lumo_energy_ev": 0.65, "orbital_gap_ev": 9.53}



# 4
{"formula": "C6H10", "method": "wB97M-V/def2-TZVPD", "elements": ["C", "C", "C", "C", "C", "C", "H", "H", "H", "H", "H", "H", "H", "H", "H", "H"], "coordinates": [[0.9164, -2.5836, -0.5980], [0.2841, -1.5911, 0.3750], [0.2566, -0.1918, -0.1603], [-0.3350, 0.8353, 0.4346], [-0.4035, 2.1713, -0.1450], [-1.1163, 3.1616, 0.3766], [1.2679, -3.4992, -0.1363], [1.7430, -2.1147, -1.1391], [0.1871, -2.8263, -1.3637], [0.8078, -1.5747, 1.3303], [-0.7258, -1.9207, 0.6212], [0.6684, -0.0087, -1.1564], [-0.7847, 0.6889, 1.4185], [0.0857, 2.2424, -1.1094], [-1.6248, 3.0732, 1.3325], [-1.2269, 4.1380, -0.0807]], "atomic_forces_ev_per_a": [[0.0, 0.5, -0.3], [0.3, -0.2, 0.2], [-0.4, 0.1, -0.6], [0.1, 0.1, 0.6], [-0.4, -0.5, -0.1], [0.0, 0.5, 0.2], [0.0, -0.1, 0.1], [0.1, -0.1, 0.2], [-0.1, -0.3, -0.2], [0.2, -0.1, 0.1], [-0.1, 0.0, 0.0], [0.1, -0.2, 0.2], [0.0, 0.1, -0.1], [0.0, 0.4, -0.1], [0.1, -0.3, -0.1], [0.2, -0.1, -0.2]], "e_above_lowest_kcal_mol": 21.2, "lumo_energy_ev": 1.26, "smiles": "C=C/C=C/CC", "orbital_gap_ev": 9.81}